Version i
9
Properties=species:S:1:pos:R:3 method="wB97M-V/def2-TZVPD" gap_ev=9.23 homo_energy_ev=-11.0
C -0.5754 1.2471 -0.3976
N 0.3220 0.4832 0.3435
O -1.0573 0.8060 -1.3617
O 0.8810 -1.4024 -1.3470
O 1.0130 -1.7186 1.0627
S 0.3676 -1.1490 -0.0778
H -0.6620 2.2520 0.0947
H 0.7248 1.1329 1.7280
H -1.0136 -1.6512 -0.0447

Version ii
9
Properties=species:S:1:pos:R:3 method="wB97M-V/def2-TZVPD" gap_ev=8.36 homo_energy_ev=-9.0
O -1.7410 -1.8902 0.0149
N -1.2671 -0.8339 -0.1601
O -0.7964 -0.2459 -1.0380
O -1.2583 -0.0503 1.0390
H -1.2994 0.9200 0.7842
C 1.5544 0.3681 -0.2455
S 1.7433 1.6877 0.7098
H 1.4329 -0.5374 0.1465
H 1.6317 0.5818 -1.2508

Which structure is most stable, and how do the rest compare? From most to least stable: version i, version ii.

Version i
9
Properties=species:S:1:pos:R:3 method="wB97M-V/def2-TZVPD" gap_ev="10.35 / 6.36" homo_energy_ev="-10.4 / -9.3"
C -0.8244 -0.4077 -0.6610
N 2.1052 0.9703 0.9962
O -0.8031 2.2116 -0.5934
O -0.7241 0.9577 1.5132
O 1.3227 1.1253 0.0202
S -0.4548 1.0430 0.1281
H -0.5909 -1.2643 -0.1024
H -0.6020 -0.4055 -1.6582
H 1.6552 0.5498 1.7856

Version ii
9
Properties=species:S:1:pos:R:3 method="wB97M-V/def2-TZVPD" gap_ev=11.46 homo_energy_ev=-11.0
O -1.6549 -0.8662 -0.4839
C -0.9154 -0.1008 -1.0668
N 0.2224 0.4047 -0.5632
S 0.6875 -0.0813 0.9784
O 1.0046 -1.4358 1.0995
O 1.5667 0.8360 1.6052
H -1.1365 0.3487 -2.0164
H 0.9311 0.8286 -1.0905
H -0.7055 0.0661 1.5377

Version iii
9
Properties=species:S:1:pos:R:3 method="wB97M-V/def2-TZVPD" gap_ev=10.27 homo_energy_ev=-9.7
N -1.0344 0.5463 0.0781
C 0.1702 0.0678 -0.2814
O 0.5324 -1.0304 -0.6276
O 1.0105 1.1068 -0.0071
O 2.3163 0.7231 -0.5938
S 3.2002 -0.2526 0.2846
H -1.7594 0.2003 -0.5503
H -1.0198 1.5103 0.2719
H 2.7538 -1.4445 -0.2812

Which structure is most stable, and how do the rest compare? From most to least stable: version ii, version iii, version i.

Version i
9
Properties=species:S:1:pos:R:3 method="wB97M-V/def2-TZVPD" gap_ev=7.91 homo_energy_ev=-8.4
C 2.4174 -1.1513 -0.0976
C -1.9153 1.0502 0.2807
C -0.9530 0.2620 -0.4750
P 1.3982 0.0318 -0.7008
P -2.4434 -0.3502 -0.8432
H 2.1533 -1.6593 0.8503
H 3.5018 -1.0762 -0.3854
H -2.1072 0.9039 1.3940
H -2.0519 1.9892 -0.0230

Version ii
9
Properties=species:S:1:pos:R:3 method="wB97M-V/def2-TZVPD" gap_ev=7.48 homo_energy_ev=-8.4
C -0.5863 0.2045 1.2563
C -0.0441 -0.5174 -0.8914
C 0.3833 0.2001 0.3505
P 1.7954 1.1370 -0.1942
P 1.7894 -0.4293 -1.4937
H -1.5732 -0.2421 1.2291
H -0.3592 0.8061 2.1449
H -0.8010 -1.3306 -0.9264
H -0.6043 0.1717 -1.4752

Version iii
9
Properties=species:S:1:pos:R:3 method="wB97M-V/def2-TZVPD" gap_ev=7.77 homo_energy_ev=-8.8
C 0.2511 0.6282 0.2358
C -0.4862 -0.4530 0.4707
C -0.3347 -1.6907 -0.6926
P 0.0845 -3.3165 0.1419
P -1.6425 -2.9792 -0.9003
H 0.1490 1.4928 0.9118
H 0.9717 0.6364 -0.6560
H -1.1901 -0.7177 1.1500
H 0.2513 -1.3353 -1.6360

Version iv
9
Properties=species:S:1:pos:R:3 method="wB97M-V/def2-TZVPD" gap_ev="6.99 / 7.08" homo_energy_ev="-7.8 / -8.0"
C -0.7247 1.0791 -0.0303
C -0.5149 -0.1764 -0.3967
C 3.3567 -0.1874 0.7262
P 1.2375 -0.8127 -0.3580
P 2.6780 0.7772 -0.4178
H -1.8096 1.2678 -0.2258
H 0.0169 1.5938 0.4092
H -1.2354 -0.8465 -0.8174
H 3.9919 -0.2181 1.6247

Which structure is most stable, and how do the rest compare? From most to least stable: version iii, version ii, version iv, version i.

Version i
9
Properties=species:S:1:pos:R:3 method="wB97M-V/def2-TZVPD" gap_ev=9.02 homo_energy_ev=-8.6
P 1.6173 -0.1865 -0.2389
C -0.1772 0.2447 -0.6809
C -0.6394 1.5094 -0.1023
C -0.9904 0.5987 0.7698
P -1.5095 -0.8576 -0.1565
H 1.0754 -0.7503 0.9152
H 1.8155 -1.2629 -0.9435
H -0.3573 2.6150 -0.0926
H -0.8345 -1.9105 0.5298

Version ii
9
Properties=species:S:1:pos:R:3 method="wB97M-V/def2-TZVPD" gap_ev="6.87 / 7.04" homo_energy_ev="-7.8 / -7.9"
C -2.2126 -0.9379 0.5341
C 2.4840 0.9711 0.4792
C 1.6388 -0.1026 -0.0028
P -0.8618 -0.4122 -0.2659
P 3.1323 -0.7721 -0.0498
H -2.2976 -1.1020 1.6683
H -3.2199 -0.9407 0.0441
H 2.8723 1.6548 -0.1839
H 2.5078 1.3871 1.4604

Which structure is most stable, and how do the rest compare? From most to least stable: version i, version ii.

Version i
15
Properties=species:S:1:pos:R:3 method="wB97M-V/def2-TZVPD" gap_ev=7.77 homo_energy_ev=-8.2
C 2.0952 -2.2834 -0.6632
C 1.2769 -1.6948 -1.6728
C 0.2057 -0.0029 0.4252
C -1.0362 -0.4888 -0.2038
C 0.3854 1.4100 0.9027
N 1.5505 -1.9947 0.4544
N 1.0836 -0.8650 0.6740
Cl 1.6445 -2.2644 -3.2359
H 2.6532 -3.1796 -0.7738
H -0.6199 -1.1897 -0.8670
H -1.4360 0.2328 -0.9303
H -1.8683 -0.9474 0.3725
H 1.4205 1.6448 1.0830
H -0.0816 1.4422 1.9709
H 0.0088 2.1378 0.2296

Version ii
15
Properties=species:S:1:pos:R:3 method="wB97M-V/def2-TZVPD" gap_ev=8.70 homo_energy_ev=-7.7
N -1.3429 -1.5247 1.8777
C -0.6227 -0.9108 0.8324
C 0.0129 -1.5246 -0.2163
N 0.6851 -0.5475 -0.9309
C 0.4539 0.6806 -0.3720
C 1.0506 1.9162 -0.9009
Cl 0.5649 2.2587 -2.6073
C -0.3403 0.4839 0.7340
H -2.1697 -0.9953 2.1382
H -1.6514 -2.4805 1.6545
H 0.0516 -2.5305 -0.5427
H 1.1345 -0.7314 -1.8161
H 0.7323 2.7654 -0.2975
H 2.1308 1.8938 -0.9435
H -0.6895 1.2466 1.3905

Which structure is most stable, and how do the rest compare? From most to least stable: version ii, version i.

Version i
5
Properties=species:S:1:pos:R:3 method="wB97M-V/def2-TZVPD" gap_ev="8.06 / 8.40" homo_energy_ev="-9.2 / -9.2"
C -0.6226 -0.2819 0.2679
N -0.8669 -0.4872 -0.9280
N 0.7734 -0.1806 0.1759
I 1.7963 1.2306 -0.7532
H -1.0802 -0.2810 1.2375

Version ii
5
Properties=species:S:1:pos:R:3 method="wB97M-V/def2-TZVPD" gap_ev=8.54 homo_energy_ev=-10.0
C -0.6070 -0.7005 -0.6507
N -1.5634 -1.2744 -0.9398
N 0.6894 0.5060 -0.1297
I -0.1138 1.3853 1.4897
H 1.5948 0.0838 0.2305

Version iii
5
Properties=species:S:1:pos:R:3 method="wB97M-V/def2-TZVPD" gap_ev=9.02 homo_energy_ev=-10.1
N 0.3603 -1.7812 1.0797
C 0.1720 -0.8159 0.5140
N 0.3708 0.5287 -0.4909
I -1.5094 0.8553 -1.2721
H 0.6063 1.2132 0.1693

Which structure is most stable, and how do the rest compare? From most to least stable: version iii, version ii, version i.